Here is a structure of composition C5H8MgO3 from the Open Molecules 2025 dataset. Energies are from ωB97M-V with the def2-TZVPD basis set.

Calculated values
ΔE to the lowest compared entry with this formula, charge and spin   39.64 kcal per mole

```
! RIJCOSX wB97M-V def2-TZVPD def2/J DEFGRID3
* xyz 2 1
O 2.01 -1.32 0.32
C -2.43 -0.56 -0.21
C 0.77 -1.55 -0.23
O -3.52 -0.49 -0.61
O -1.66 -1.36 0.31
C -0.24 -1.18 0.84
Mg 3.43 -0.19 0.26
H 0.63 -2.61 -0.49
H 0.58 -0.96 -1.14
H -0.18 -0.14 1.18
H -0.23 -1.86 1.70
C -1.88 2.22 0.56
C -1.53 1.60 -0.60
H -1.19 2.28 1.41
H -2.92 2.48 0.76
H -0.48 1.32 -0.76
H -2.13 1.76 -1.49
*
```

Results of the Mulliken charge analysis, in e, for atoms 1 through 6: -0.66, 0.76, -0.21, -0.17, -0.19, -0.37

Here is a cluster of 6 separate species, C34H63O9 in total from the Open Molecules 2025 dataset. Energies are from ωB97M-V with the def2-TZVPD basis set.

Calculated values
E_tot   -54702.335 eV

```
! RIJCOSX wB97M-V def2-TZVPD def2/J DEFGRID3
* xyz -1 1
C 3.69 1.30 0.37
C 2.87 1.91 1.03
C 1.97 2.77 1.96
C 0.69 1.95 2.52
C -0.59 2.01 1.56
C -0.73 0.81 0.54
C -0.47 -0.62 1.19
O -0.59 -1.69 0.21
C -0.59 -2.90 0.98
C -0.02 -4.07 0.05
C 1.56 -4.12 0.29
C 2.25 -5.44 -0.27
C 3.82 -5.17 -0.36
O 0.29 0.97 -0.47
C -0.16 1.74 -1.59
C -2.24 0.91 -0.03
O -2.85 2.02 0.04
O -2.85 -0.10 -0.60
H 4.46 0.60 -0.04
H 1.69 3.77 1.53
H 2.59 3.01 2.89
H 1.00 0.92 2.85
H 0.40 2.51 3.47
H -1.52 2.12 2.18
H -0.49 2.97 0.96
H -1.23 -0.83 2.02
H 0.59 -0.71 1.59
H -1.63 -3.15 1.34
H 0.09 -2.82 1.88
H -0.26 -3.85 -1.04
H -0.51 -5.07 0.27
H 1.73 -4.09 1.40
H 2.00 -3.22 -0.24
H 1.81 -5.77 -1.26
H 2.07 -6.25 0.50
H 4.01 -4.06 -0.50
H 4.29 -5.45 0.62
H 4.30 -5.71 -1.23
H -0.78 1.14 -2.33
H 0.78 2.03 -2.17
H -0.65 2.72 -1.31
C -1.90 7.42 -2.03
C -2.91 6.61 -1.23
C -2.39 5.19 -1.43
O -0.97 5.29 -1.58
C -0.61 6.66 -1.78
H -1.85 8.47 -1.74
H -2.16 7.37 -3.10
H -2.85 6.89 -0.18
H -3.94 6.74 -1.56
H -2.80 4.74 -2.34
H -2.62 4.54 -0.58
H -0.12 7.01 -0.86
H 0.10 6.74 -2.60
C -0.98 7.25 2.39
C -1.99 6.46 3.19
C -1.49 5.04 3.01
O -0.07 5.12 2.86
C 0.30 6.49 2.65
H -0.92 8.30 2.67
H -1.23 7.20 1.32
H -1.94 6.74 4.25
H -3.02 6.59 2.86
H -1.89 4.58 2.10
H -1.72 4.40 3.86
H 0.80 6.84 3.57
H 1.01 6.56 1.82
C -4.24 -6.56 2.16
C -4.14 -7.05 0.73
C -2.76 -6.58 0.33
O -1.96 -6.58 1.52
C -2.82 -6.75 2.66
H -4.97 -7.10 2.76
H -4.50 -5.50 2.17
H -4.19 -8.14 0.71
H -4.93 -6.67 0.08
H -2.79 -5.56 -0.06
H -2.30 -7.22 -0.42
H -2.66 -7.77 3.04
H -2.54 -6.04 3.43
C -4.01 -2.45 -3.27
C -4.87 -3.51 -3.93
C -4.37 -4.78 -3.26
O -3.94 -4.41 -1.95
C -3.89 -2.97 -1.86
H -4.44 -1.45 -3.32
H -3.03 -2.42 -3.75
H -5.92 -3.34 -3.68
H -4.78 -3.54 -5.02
H -3.51 -5.19 -3.80
H -5.14 -5.55 -3.20
H -4.72 -2.64 -1.24
H -2.95 -2.67 -1.38
C 8.53 0.57 -2.23
C 9.28 0.57 -0.91
C 8.15 0.52 0.09
O 7.07 -0.20 -0.53
C 7.36 -0.35 -1.93
H 9.12 0.24 -3.08
H 8.16 1.58 -2.45
H 9.89 -0.33 -0.84
H 9.93 1.44 -0.78
H 7.78 1.52 0.34
H 8.43 0.02 1.02
H 7.62 -1.39 -2.11
H 6.47 -0.10 -2.51
*
```

Results of the Mulliken charge analysis, in e, for atoms 1 through 6: 0.00, -0.61, -0.38, -0.78, -0.43, 1.69

Here is a structure of composition C21H24N2O2P2Tb from the Open Molecules 2025 dataset. Energies are from ωB97M-V with the def2-TZVPD basis set.

Calculated values
ΔE to the lowest compared entry with this formula, charge and spin   0.00 kcal per mole
<S²>   12.051

```
! RIJCOSX wB97M-V def2-TZVPD def2/J DEFGRID3
* xyz 1 7
C 1.17 -1.74 -3.28
C 0.54 -0.91 -2.36
C 0.15 -1.49 -1.12
C 0.27 -2.85 -0.89
C 0.89 -3.66 -1.83
C 1.36 -3.10 -3.02
C -0.14 -3.37 0.49
C -1.23 -2.52 1.13
C -1.26 -1.17 0.82
C -2.19 -0.29 1.45
C -2.98 -0.81 2.47
C -2.90 -2.16 2.82
C -2.04 -3.02 2.15
H 1.51 -1.31 -4.23
H 1.01 -4.73 -1.61
H 1.86 -3.73 -3.76
H -0.50 -4.40 0.38
H -3.66 -0.15 3.00
H -3.53 -2.55 3.63
H -1.97 -4.09 2.40
N -0.26 -0.66 -0.05
Tb 1.08 0.59 0.86
C 0.25 0.55 -2.66
H -0.81 0.78 -2.46
H 0.48 0.77 -3.71
C -2.28 1.17 1.04
H -2.22 1.26 -0.06
H -3.23 1.61 1.39
P 1.23 1.75 -1.63
P -0.93 2.26 1.74
C -1.46 2.40 3.47
H -0.66 2.92 4.02
H -2.40 2.97 3.56
H -1.59 1.40 3.92
C -1.40 3.88 1.05
H -2.46 4.10 1.23
H -0.78 4.65 1.53
H -1.20 3.91 -0.03
C 2.88 1.55 -2.38
H 3.00 2.27 -3.21
H 3.63 1.75 -1.61
H 3.03 0.53 -2.75
C 0.68 3.34 -2.33
H 0.99 4.14 -1.64
H 1.16 3.51 -3.31
H -0.41 3.37 -2.44
C 1.04 -3.29 1.34
O 1.62 -2.30 1.74
H 1.15 -4.37 1.46
O 5.67 0.27 1.23
C 4.50 0.41 1.09
N 3.31 0.57 0.96
*
```

Results of the Mulliken charge analysis, in e, for atoms 1 through 6: -0.69, -0.12, 0.99, -0.04, -0.74, -1.04

Here is the ion C3H5N2O2S with charge -1 from the Open Molecules 2025 dataset. Energies are from ωB97M-V with the def2-TZVPD basis set.

Calculated values
ΔE to the lowest compared entry with this formula, charge and spin   39.03 kcal per mole
SMILES   [O-]C1=NCCNSO1

```
! RIJCOSX wB97M-V def2-TZVPD def2/J DEFGRID3
* xyz -1 1
O -2.85 1.35 0.10
C -1.78 0.84 -0.12
N -0.65 1.40 0.06
C 0.65 0.96 -0.13
C 1.06 -0.43 0.39
N 0.50 -1.59 -0.20
S -1.20 -1.77 0.15
O -1.82 -0.58 -0.63
H 1.22 1.54 0.64
H 1.01 1.13 -1.10
H 2.17 -0.61 0.46
H 0.85 -0.41 1.55
H 0.82 -1.81 -1.17
*
```

Results of the Mulliken charge analysis, in e, for atoms 1 through 6: -0.67, 0.55, -0.63, -0.31, -0.80, -0.34

Here is a cluster of 13 separate species, H25O13 in total from the Open Molecules 2025 dataset. Energies are from ωB97M-V with the def2-TZVPD basis set.

Calculated values
ΔE to the lowest compared entry with this formula, charge and spin   60.51 kcal per mole

```
! RIJCOSX wB97M-V def2-TZVPD def2/J DEFGRID3
* xyz -1 1
O 2.65 2.13 0.10
H 2.58 -3.32 0.41
H -1.45 0.44 -0.18
O -0.69 2.99 2.36
H -0.49 2.13 1.94
H 1.50 -2.36 -0.16
O -0.81 1.11 -0.47
H 0.03 0.60 -0.26
O 3.63 -0.76 -0.73
H 3.07 -1.37 -0.18
H 2.96 -0.08 -0.64
O -3.28 -1.95 -1.03
H 0.48 -0.83 -2.94
H -3.93 -1.42 -0.57
O 1.55 1.72 -2.99
H 1.74 0.88 -2.60
H 1.87 2.48 -2.49
O -3.06 1.17 2.47
H -2.64 0.74 1.72
H 3.00 1.31 0.49
O 1.65 -3.34 0.15
H -2.53 -2.06 -0.45
H -1.01 -0.21 -3.06
O -0.40 -0.92 -3.29
H -2.39 1.27 3.16
H 0.13 3.47 2.19
O -3.17 1.70 -1.33
H -2.28 1.82 -1.73
H -3.80 1.84 -2.01
O 2.38 -0.58 2.10
H 1.61 -0.61 1.39
H 2.93 -1.36 2.06
O 0.85 -0.83 0.10
H 0.41 -1.39 -0.52
H 1.73 1.80 0.11
O -1.90 -2.18 2.03
H -1.06 -2.62 2.23
H -1.87 -1.42 2.60
*
```

Results of the Mulliken charge analysis, in e, for atoms 1 through 6: -0.69, 0.33, 0.21, -0.62, 0.34, 0.38

Here is a structure of composition C13H27AlCsF2LiNNaO14PS2 from the Open Molecules 2025 dataset. Energies are from ωB97M-V with the def2-TZVPD basis set.

Calculated values
E_tot   -92217.264 eV

```
! RIJCOSX wB97M-V def2-TZVPD def2/J DEFGRID3
* xyz 1 1
C -0.82 -2.50 -2.82
C -1.19 -1.82 -3.91
C -2.64 -1.76 -4.27
P -3.43 -0.22 -3.69
C -2.61 0.49 -2.21
C -1.76 1.75 -2.69
C -5.19 -0.46 -3.22
C -5.44 -1.81 -2.48
H 0.22 -2.51 -2.49
H -1.56 -2.98 -2.21
H -0.44 -1.31 -4.51
H -2.68 -1.64 -5.36
H -3.35 0.75 -1.43
H -1.92 -0.24 -1.78
H -1.79 2.58 -1.97
H -2.17 2.06 -3.65
H -0.70 1.47 -2.87
H -5.41 0.37 -2.55
H -5.82 -0.40 -4.10
H -6.09 -1.66 -1.61
H -4.54 -2.27 -2.10
H -6.00 -2.47 -3.14
Na 0.92 -3.72 -4.16
Li -6.62 -1.02 -0.22
C 3.56 -2.25 -1.23
O 4.64 -1.91 -0.78
O 2.47 -2.17 -0.31
O 3.26 -2.67 -2.37
H 2.94 -1.83 0.46
C 7.28 -0.61 1.67
C 7.30 -0.92 3.16
O 6.07 -0.34 3.60
C 5.24 -0.28 2.54
O 4.08 -0.02 2.60
O 5.88 -0.56 1.39
H 7.77 -1.38 1.07
H 7.73 0.36 1.44
H 7.28 -1.99 3.36
H 8.15 -0.47 3.68
Cs -0.94 2.61 -0.26
O 2.72 -5.94 -6.37
H 2.20 -6.67 -6.73
H 3.59 -6.05 -6.77
N 0.45 5.90 4.64
S 1.04 6.55 5.96
O 0.09 7.20 6.80
O 2.33 7.13 5.86
F 1.33 5.19 6.75
S -0.05 6.93 3.57
O -0.85 6.28 2.58
O 0.89 7.90 3.12
F -1.12 7.79 4.35
O -2.70 -4.63 0.74
C -3.70 -4.03 1.03
C -3.29 -2.23 0.26
O -4.26 -1.50 0.49
H -3.91 -3.72 2.07
H -4.67 -4.22 0.52
H -3.06 -2.47 -0.79
H -2.31 -2.00 0.71
O 2.20 6.12 9.50
H 1.84 5.69 8.72
H 2.36 7.03 9.22
Al -2.81 -2.50 -6.79
*
```

Results of the Mulliken charge analysis, in e, for atoms 1 through 6: -1.26, -0.46, -0.34, -0.12, -0.42, -2.01

Here is a structure of composition C21H26BBr33NO3P from the Open Molecules 2025 dataset. Energies are from ωB97M-V with the def2-TZVPD basis set.

Calculated values
E_tot   -2351196.319 eV

```
! RIJCOSX wB97M-V def2-TZVPD def2/J DEFGRID3
* xyz 0 1
C -6.47 0.18 2.90
C -5.27 0.83 2.17
B -4.87 2.25 2.67
O -3.61 2.44 3.17
C -5.85 3.52 2.63
C -5.47 4.69 3.15
C -6.33 5.88 3.10
O -5.89 7.00 3.27
C -7.80 5.66 2.86
N -8.59 6.72 3.23
C -8.23 4.49 2.34
P -10.01 4.22 2.08
C -10.21 3.32 0.51
C -10.33 2.91 3.32
C -7.21 3.47 2.00
O -7.46 2.59 1.19
H -6.69 0.66 3.86
H -6.29 -0.88 3.07
H -7.38 0.26 2.30
H -4.40 0.18 2.20
H -5.52 0.97 1.12
H -3.19 3.29 2.96
H -4.51 4.83 3.63
H -8.06 7.59 3.16
H -9.42 6.80 2.66
H -11.28 3.31 0.28
H -9.87 2.29 0.57
H -9.68 3.80 -0.30
H -11.35 2.54 3.23
H -10.17 3.35 4.31
H -9.62 2.08 3.21
C -6.85 -2.47 -0.31
Br -4.97 -2.31 0.07
Br -7.66 -0.75 -0.57
Br -7.17 -3.64 -1.80
H -7.32 -2.93 0.56
C -1.46 -0.88 1.22
Br -2.22 0.58 0.23
Br -0.62 -2.16 0.07
Br -0.25 -0.23 2.57
H -2.27 -1.38 1.73
C 2.64 -3.58 -2.44
Br 3.55 -2.75 -0.96
Br 1.47 -4.97 -1.83
Br 1.71 -2.27 -3.49
H 3.39 -4.03 -3.07
C 4.64 0.05 -3.07
Br 3.76 1.27 -4.26
Br 5.82 -1.13 -4.01
Br 5.56 0.98 -1.66
H 3.87 -0.55 -2.61
C 8.98 -3.49 -2.10
Br 9.01 -4.93 -3.36
Br 9.43 -1.82 -2.93
Br 7.30 -3.35 -1.18
H 9.73 -3.71 -1.35
C 12.67 -5.39 -4.12
Br 12.82 -4.57 -5.85
Br 14.02 -6.74 -3.87
Br 12.69 -4.09 -2.72
H 11.71 -5.88 -4.08
C 9.71 2.42 -3.21
Br 9.54 1.53 -1.51
Br 10.85 1.43 -4.40
Br 8.00 2.77 -4.01
H 10.18 3.37 -3.02
C -0.53 5.39 1.40
Br 1.07 6.28 1.98
Br -0.41 3.48 1.63
Br -2.09 6.10 2.28
H -0.64 5.58 0.35
C 4.80 -6.88 -4.71
Br 5.33 -8.70 -4.39
Br 2.90 -6.71 -4.89
Br 5.49 -5.71 -3.35
H 5.24 -6.58 -5.65
C 17.15 -8.87 -5.71
Br 17.89 -7.77 -4.32
Br 16.05 -10.28 -4.99
Br 16.19 -7.82 -7.00
H 17.98 -9.34 -6.23
C -5.59 3.24 7.74
Br -4.49 1.73 8.20
Br -4.89 4.88 8.45
Br -5.84 3.37 5.83
H -6.56 3.08 8.19
*
```

Results of the Mulliken charge analysis, in e, for atoms 1 through 6: -1.06, 0.27, 0.98, -0.68, 0.59, -0.39

Here is the ion C6H15N2Si with charge +1 from the Open Molecules 2025 dataset. Energies are from ωB97M-V with the def2-TZVPD basis set.

Calculated values
ΔE to the lowest compared entry with this formula, charge and spin   49.85 kcal per mole
SMILES   C=[NH+]C/C=N\[Si](C)(C)C

```
! RIJCOSX wB97M-V def2-TZVPD def2/J DEFGRID3
* xyz 1 1
C -1.82 -1.34 -1.59
N -0.78 -2.05 -1.40
C 0.42 -1.90 -2.07
C 1.44 -1.06 -1.28
N 1.14 -0.36 -0.31
Si 0.48 0.70 0.76
C 1.65 1.01 2.26
C -1.20 0.09 1.44
C 0.16 2.31 -0.12
H -2.59 -1.34 -0.74
H -1.98 -0.96 -2.54
H -0.76 -2.45 -0.45
H 0.37 -1.46 -3.04
H 0.76 -2.82 -2.45
H 2.46 -1.24 -1.78
H 0.99 1.36 3.12
H 2.17 0.16 2.52
H 2.25 1.78 2.06
H -0.97 -1.03 1.73
H -1.39 0.69 2.28
H -2.01 0.32 0.85
H -0.54 2.93 0.39
H 0.95 3.00 -0.16
H 0.00 2.27 -1.24
*
```

Results of the Mulliken charge analysis, in e, for atoms 1 through 6: -0.22, 0.04, -0.81, 0.13, -0.21, 0.12

Here is an isolated molecule of C6H12O from the Open Molecules 2025 dataset. Energies are from ωB97M-V with the def2-TZVPD basis set.

Calculated values
ΔE to the lowest compared entry with this formula, charge and spin   19.92 kcal per mole
SMILES   CCCCCC=O

```
! RIJCOSX wB97M-V def2-TZVPD def2/J DEFGRID3
* xyz 0 1
C 1.96 0.30 1.12
C 1.06 1.48 0.72
C 0.07 1.19 -0.38
C -0.98 0.11 -0.08
C -0.82 -1.18 -0.90
C -2.03 -2.07 -0.82
O -2.05 -3.19 -1.25
H 2.54 0.64 1.97
H 2.57 -0.02 0.28
H 1.38 -0.54 1.48
H 1.76 2.26 0.37
H 0.62 2.03 1.56
H 0.68 0.76 -1.17
H -0.31 2.09 -0.86
H -1.99 0.51 -0.16
H -0.90 -0.14 0.98
H -0.68 -0.94 -1.95
H 0.06 -1.69 -0.52
H -2.94 -1.60 -0.39
*
```

Results of the Mulliken charge analysis, in e, for atoms 1 through 6: -1.05, -0.65, -0.70, -0.71, -0.36, -0.07

Here is a cluster of 2 separate species, C5H9NO in total from the Open Molecules 2025 dataset. Energies are from ωB97M-V with the def2-TZVPD basis set.

Calculated values
ΔE to the lowest compared entry with this formula, charge and spin   109.67 kcal per mole

```
! RIJCOSX wB97M-V def2-TZVPD def2/J DEFGRID3
* xyz 0 1
C -0.14 1.01 2.42
C 0.24 -0.61 -0.45
C 0.41 0.59 -1.28
C -0.48 -1.70 -1.12
O -0.97 -1.47 -2.42
C 1.15 1.65 2.20
N 2.17 2.16 2.00
H -0.22 0.16 1.74
H -0.23 0.66 3.46
H -0.94 1.72 2.22
H 0.75 1.47 -0.72
H -0.41 0.82 -1.97
H 1.26 0.28 -1.93
H 0.19 -2.57 -1.07
H -1.29 -1.93 -0.40
H -1.50 -2.24 -2.68
*
```

Results of the Mulliken charge analysis, in e, for atoms 1 through 6: -0.52, -0.20, -0.89, -0.26, -0.51, 0.36